The following is a DFT calculation (the ωB97M-V functional and the def2-TZVPD basis) of 4 unconnected molecules or ions with the total composition C21H26N5O6.

Results
**Net charge**: +1
**LUMO level**: -3.77 eV
**Highest occupied orbital energy**: -11.43 eV
**Frontier orbital gap**: 7.66 eV
**Strongest force on any atom**: 0.3 eV Å⁻¹

Geometry as XYZ:
```
58
C21H26N5O6, DFT the ωB97M-V functional and the def2-TZVPD basis
C 0.44995 6.32562 -0.03453
C 1.25686 6.09776 1.23958
N 2.74086 6.14827 0.99811
C 3.58489 6.92004 2.03802
N 3.24817 8.26806 2.22067
H -0.34531 5.58884 -0.11579
H -0.00979 7.31035 -0.05905
H 1.07013 6.21837 -0.92599
H 1.02786 6.83552 2.00397
H 1.05069 5.11648 1.65907
H 2.93924 6.49340 0.05835
H 3.10980 5.19242 0.98943
H 3.47765 6.35607 2.96194
H 4.60702 6.82499 1.67827
H 3.38563 8.87686 1.42746
H 2.37591 8.46430 2.68645
C 2.54154 -0.53952 -1.08608
C 3.22757 -0.24493 0.08505
C 3.64036 1.05051 0.34428
C 3.34989 2.02490 -0.59665
C 2.67485 1.75779 -1.77860
C 2.26919 0.45853 -2.01460
N 3.77743 3.39351 -0.33405
O 4.36770 3.64493 0.70976
O 3.49362 4.26798 -1.13950
H 2.22082 -1.55282 -1.28556
H 3.44479 -1.02632 0.80008
H 4.18058 1.30347 1.24403
H 2.48243 2.54811 -2.48815
H 1.73763 0.21944 -2.92474
C -2.77011 -3.35192 3.11570
C -2.13992 -4.33279 2.36209
C -1.36688 -3.98129 1.26736
C -1.24432 -2.63943 0.95778
C -1.86417 -1.64229 1.68926
C -2.63485 -2.01125 2.77862
N -0.42006 -2.25290 -0.19780
O 0.10766 -3.13767 -0.84597
O -0.29770 -1.06847 -0.45157
H -3.37278 -3.63365 3.96858
H -2.25128 -5.37610 2.62279
H -0.87818 -4.73315 0.66622
H -1.74366 -0.60884 1.40252
H -3.13262 -1.25085 3.36447
C -1.94439 -6.08934 -2.54675
C -2.68903 -7.26143 -2.55357
C -4.05404 -7.22197 -2.31386
C -4.64089 -5.99507 -2.07326
C -3.92536 -4.81349 -2.06228
C -2.56218 -4.86977 -2.30209
N -6.09815 -5.94074 -1.81763
O -6.70545 -6.99028 -1.80857
O -6.59245 -4.84775 -1.62723
H -0.87921 -6.12451 -2.73409
H -2.20885 -8.21105 -2.74652
H -4.65790 -8.11687 -2.31078
H -4.43311 -3.88078 -1.86788
H -1.97809 -3.95930 -2.29675
```